No. 1
Computed, not measured: one molecule with the formula C25H30N2O2, with wB97M-V/def2-TZVPD.

Geometry as XYZ:
```
59
Properties=species:S:1:pos:R:3:lowdin_charge:R:1
C 0.202 3.041 0.887 -0.081
C -0.800 2.488 1.892 -0.185
C -1.420 1.149 1.458 -0.351
C -2.691 1.334 0.611 -0.096
C -2.378 1.751 -0.796 -0.234
C -2.573 3.055 -1.232 -0.055
C -2.255 3.421 -2.529 -0.083
C -1.738 2.486 -3.409 -0.100
C -1.550 1.180 -2.988 -0.099
C -1.870 0.817 -1.692 -0.047
N -1.738 0.362 2.648 -0.015
C -0.642 -0.458 3.153 -0.155
C 0.074 -1.241 2.090 -0.118
C -0.487 -2.240 1.226 -0.049
C -1.799 -2.851 1.278 -0.466
O -2.244 -3.649 0.479 0.079
O -2.553 -2.466 2.334 0.091
C 0.491 -2.573 0.294 -0.196
C 0.432 -3.542 -0.830 0.000
N 1.595 -1.840 0.572 -0.019
C 2.808 -1.807 -0.200 -0.079
C 2.935 -0.542 -1.022 -0.210
C 4.194 -0.073 -1.377 -0.048
C 4.326 1.081 -2.128 -0.082
C 3.201 1.784 -2.526 -0.082
C 1.944 1.322 -2.178 -0.067
C 1.811 0.161 -1.435 -0.028
C 1.351 -1.017 1.648 -0.221
C 2.410 -0.106 2.160 0.001
H 0.641 3.964 1.261 0.073
H 1.004 2.326 0.713 0.057
H -0.275 3.250 -0.067 0.055
H -0.296 2.329 2.846 0.100
H -1.593 3.217 2.067 0.109
H -0.679 0.624 0.833 0.124
H -3.347 2.060 1.094 0.121
H -3.217 0.375 0.573 0.120
H -2.977 3.790 -0.550 0.115
H -2.412 4.440 -2.854 0.102
H -1.489 2.771 -4.420 0.100
H -1.156 0.442 -3.673 0.107
H -1.736 -0.207 -1.371 0.113
H -2.518 -0.254 2.450 0.080
H 0.074 0.198 3.656 0.102
H -1.068 -1.130 3.900 0.120
H -3.395 -2.946 2.305 0.134
H -0.557 -3.990 -0.853 0.071
H 0.616 -3.045 -1.784 0.088
H 1.172 -4.333 -0.704 0.090
H 2.823 -2.675 -0.866 0.130
H 3.668 -1.889 0.475 0.133
H 5.074 -0.615 -1.060 0.113
H 5.310 1.435 -2.398 0.102
H 3.305 2.689 -3.104 0.102
H 1.059 1.862 -2.479 0.091
H 0.825 -0.187 -1.170 0.101
H 2.813 0.515 1.360 0.076
H 3.234 -0.675 2.596 0.088
H 2.005 0.545 2.929 0.075
```

The structure (SMILES) is CC[C@H](Cc1ccccc1)NCc1c(C(=O)O)c(C)n(Cc2ccccc2)c1C. The calculation puts the HOMO-LUMO gap at 8.825 eV. For the LUMO energy, the calculation gives 0.6916 eV. Its energy relative to the best compared isomer or geometry (same formula, charge and spin) is 12.2 kcal/mol.


No. 2
Computed, not measured: one molecule with the formula C22H22ClN3O3S, with wB97M-V/def2-TZVPD.

Geometry as XYZ:
```
52
Properties=species:S:1:pos:R:3:lowdin_charge:R:1
C 0.446 2.575 -5.795 -0.049
C 0.131 2.051 -4.379 -0.244
O 0.119 3.054 -3.350 -0.113
C 0.238 2.633 -2.171 -0.301
C -1.190 2.076 -1.772 0.050
N -0.851 1.714 -0.304 -0.006
C -0.340 0.513 0.084 -0.406
N -0.410 -0.551 -0.604 0.110
C 0.012 -1.734 -0.010 -0.463
O 0.187 -1.707 1.213 -0.105
C 0.400 -2.897 -0.794 -0.082
C 0.704 -4.095 -0.480 -0.160
C 0.963 -5.031 -1.435 -0.200
C 0.836 -6.395 -0.608 0.023
C 0.901 -7.576 -1.412 -0.092
C 1.683 -7.542 -2.706 0.002
C 1.896 -6.185 -3.359 -0.091
C 1.705 -5.113 -2.621 -0.753
Cl 2.003 -3.643 -3.213 0.857
S -0.402 0.446 2.021 1.100
C -0.834 2.195 1.917 -0.396
C -0.993 2.787 3.365 0.085
C -1.188 4.160 3.031 -0.233
N -1.443 5.046 4.115 0.116
C -1.271 4.691 5.715 -0.488
C -1.277 6.017 6.436 0.007
O -1.169 3.665 5.958 0.247
C -1.492 4.790 1.814 -0.025
C -1.490 3.905 0.767 -0.055
C -1.190 2.594 0.746 -0.319
H 0.440 1.597 -6.588 0.156
H 1.275 3.024 -5.828 -0.031
H -0.472 3.217 -6.007 0.100
H -0.779 1.579 -4.462 0.073
H 0.864 1.160 -4.140 0.159
H 1.028 1.990 -2.010 0.101
H 0.561 3.612 -1.650 0.165
H -1.223 1.085 -2.257 0.128
H -1.903 2.561 -1.789 -0.005
H -0.031 -2.646 -1.862 0.135
H 1.040 -4.110 0.615 0.173
H 0.455 -6.447 0.404 0.093
H 0.971 -8.616 -0.864 0.117
H 1.646 -8.495 -3.239 0.081
H 2.397 -6.303 -4.198 0.049
H -0.711 2.368 4.100 -0.031
H -1.449 5.876 3.972 -0.050
H -1.399 5.667 7.457 0.076
H -2.425 6.217 6.287 0.129
H -0.680 6.897 6.139 0.098
H -1.847 5.814 1.610 0.128
H -1.608 4.414 -0.239 0.136
```

The structure (SMILES) is CCOCCn1/c(=N/C(=O)/C=C/c2ccccc2Cl)sc2cc(NC(C)=O)ccc21. The calculation puts the HOMO-LUMO gap at 7.114 eV. For the LUMO energy, the calculation gives -0.4244 eV. Its energy relative to the best compared isomer or geometry (same formula, charge and spin) is 376.3 kcal/mol.


No. 3
Computed, not measured: a 2-piece molecular cluster, C5H13NO2 overall, with wB97M-V/def2-TZVPD.

Geometry as XYZ:
```
21
Properties=species:S:1:pos:R:3:lowdin_charge:R:1
C -2.573 -2.026 0.228 -0.126
C -1.606 -1.395 -0.785 -0.289
C -0.816 -0.241 -0.186 -0.229
C 0.567 0.055 -0.683 -0.194
N 1.490 -1.032 -0.276 0.034
C 2.778 -0.891 -0.629 -0.380
O 3.269 0.159 -1.009 0.003
H -2.116 -2.195 1.216 0.066
H -3.485 -1.395 0.267 0.085
H -2.681 -3.099 -0.027 0.075
H -2.251 -1.311 -1.670 0.108
H -0.868 -2.116 -1.183 0.099
H -1.547 0.580 -0.369 0.125
H -0.879 -0.260 0.926 0.121
H 0.633 0.304 -1.740 0.124
H 0.971 0.983 -0.221 0.126
H 1.042 -1.834 0.131 0.128
H 3.446 -1.758 -0.679 0.126
O 1.207 6.071 2.124 -0.072
H 2.127 6.067 1.813 0.037
H 1.290 5.336 2.751 0.035
```

The structure (SMILES) is CCCCNC=O.O. The calculation puts the HOMO-LUMO gap at 10.478 eV. For the LUMO energy, the calculation gives 0.7753 eV. Its energy relative to the best compared isomer or geometry (same formula, charge and spin) is 38.8 kcal/mol.


No. 4
Computed, not measured: an isolated ion of composition C7H17N4O3S and charge +1, with wB97M-V/def2-TZVPD.

Geometry as XYZ:
```
32
Properties=species:S:1:pos:R:3:mulliken_spin:R:1
C -0.502 1.188 0.271 -0.018
C 2.756 1.405 0.156 0.053
C 1.702 0.762 -1.987 0.029
C 1.884 0.306 0.845 0.013
C 0.895 -0.272 -1.155 0.047
C -2.196 -2.102 -0.918 -0.002
C -3.098 -0.698 0.897 0.008
N 2.964 0.965 -1.201 0.231
N -0.452 1.880 1.403 0.017
N -2.078 -1.646 0.457 0.581
N 0.573 0.180 0.165 0.355
O -1.314 1.328 -0.606 0.032
O 0.288 -2.432 0.807 0.084
O -0.655 -0.641 2.315 0.075
S -0.549 -1.281 1.064 0.393
H 2.252 2.346 0.294 0.003
H 3.707 1.385 0.703 -0.007
H 1.861 0.139 -2.875 0.000
H 1.047 1.672 -2.219 0.007
H 2.331 -0.699 0.949 -0.009
H 1.685 0.656 1.944 -0.006
H 0.010 -0.685 -1.832 0.020
H 1.592 -1.040 -0.918 -0.017
H -1.538 -2.779 -1.201 -0.010
H -3.028 -2.717 -0.878 0.027
H -2.328 -1.412 -1.713 0.019
H -3.011 -0.695 1.983 0.017
H -2.861 0.324 0.528 0.039
H -4.116 -0.962 0.623 0.012
H 3.658 1.599 -1.720 0.008
H -0.182 1.421 2.183 -0.001
H -1.299 2.505 1.635 0.001
```

The net charge is +1. The calculation puts the HOMO-LUMO gap (alpha / beta) at 8.076 / 3.768 eV. For the LUMO energy (alpha / beta), the calculation gives -2.2569 / -8.6165 eV. The multiplicity is 3.